# C39H85ClN2O11P2Si2

C39H85ClN2O11P2Si2 as an isolated structure in a non-equilibrium geometry (ωB97M-V with the def2-TZVPD basis set, the OMol25 dataset).

Maximum force: 6.46 eV/A
HOMO level: -8.08 eV
Kohn-Sham gap: 8.6 eV
Energy: -114183.8909 eV

XYZ file:
```
142
Properties=species:S:1:pos:R:3:forces:R:3:lowdin_charge:R:1
C -4.893383 -5.495903 0.487460 0.0 0.2 0.0 -0.115
O -6.174195 -4.947105 0.753144 0.3 0.0 -0.2 -0.201
C -6.598405 -4.062886 -0.289565 -0.4 -0.9 0.7 -0.232
C -8.015489 -3.589002 0.053448 0.9 0.6 0.3 -0.160
C -8.004708 -2.180043 0.701004 -0.7 0.1 -1.2 -0.228
C -9.260933 -1.349496 0.273941 0.4 -0.1 0.4 -0.264
Si -8.810191 0.328233 -0.456222 -0.2 0.3 0.9 0.493
C -7.564674 1.212652 0.648422 0.0 -0.3 -0.5 -0.251
C -6.080767 0.827088 0.362006 -0.8 0.7 0.8 -0.280
C -5.179758 2.054471 0.183784 0.0 -0.8 -0.5 -0.230
C -3.801601 1.609450 -0.297973 0.5 1.0 0.0 -0.221
C -2.824177 2.790900 -0.534192 0.2 -0.6 0.4 -0.214
C -1.392920 2.438368 -0.086020 -0.4 0.3 -0.4 -0.218
C -0.329865 3.408792 -0.654526 0.1 -0.8 -0.1 -0.194
C 0.679176 2.718269 -1.613722 0.5 0.4 1.0 -0.196
C 2.074459 2.589361 -0.950400 -0.4 -0.2 -0.5 -0.210
C 3.225388 2.424416 -1.976758 0.4 -0.5 1.5 -0.187
C 4.066258 1.179046 -1.616179 -0.3 0.2 -0.9 -0.189
C 4.845962 0.601684 -2.801125 0.6 -0.4 0.9 -0.129
N 5.610913 -0.563101 -2.345037 0.3 0.0 -0.1 -0.122
C 5.094795 -1.652989 -1.721406 -1.1 -0.7 0.5 -0.128
C 6.065818 -2.574458 -1.383064 0.3 1.9 -1.1 -0.074
C 7.265075 -1.948892 -1.873036 0.3 -0.8 0.5 -0.115
C 6.965907 -0.730684 -2.432229 0.1 -0.8 0.2 -0.118
O -10.169006 1.306771 -0.482791 0.0 -0.7 -0.7 -0.348
Si -11.464100 0.767592 -1.424331 0.0 0.8 0.7 0.524
C -12.947086 0.811847 -0.250620 0.7 -1.2 -0.7 -0.276
C -14.239034 0.210871 -0.806957 -1.0 1.0 1.6 -0.801
C -15.355470 0.374365 0.252831 0.1 0.4 -0.9 -0.148
Cl -14.100180 -1.545613 -1.131175 0.2 0.1 -0.4 0.605
C -11.590344 1.992650 -2.851318 0.2 -0.9 0.0 -0.183
C -12.578787 1.603121 -3.960845 0.3 1.0 -0.6 -0.424
O -13.165299 0.334752 -3.717399 0.0 0.3 0.2 -0.079
C -13.604725 2.736731 -4.207666 -0.8 0.1 0.0 -0.217
N -14.849099 2.591188 -3.431641 0.6 -0.1 0.1 0.013
H -4.931434 -6.586837 0.528684 -0.1 0.0 0.0 0.084
H -4.556399 -5.196015 -0.509855 0.1 -0.1 0.0 0.079
H -4.158395 -5.133354 1.212694 -0.1 0.0 0.0 0.084
H -6.599779 -4.642472 -1.221794 0.1 0.2 -0.1 0.118
H -5.882265 -3.235473 -0.355009 -0.1 0.1 -0.2 0.117
H -8.588262 -3.596875 -0.874799 -0.2 0.1 0.2 0.106
H -8.446506 -4.275605 0.782855 -0.1 -0.3 -0.4 0.118
H -7.944144 -2.250452 1.785395 0.2 0.1 0.0 0.114
H -7.123580 -1.669965 0.302398 0.2 0.0 0.4 0.061
H -9.891730 -1.152864 1.149214 -0.1 0.0 -0.1 0.080
H -9.855257 -1.942359 -0.422464 -0.1 0.1 0.0 0.049
H -8.258604 0.168149 -1.827540 0.0 0.0 0.0 0.024
H -7.830189 0.993701 1.686418 0.0 0.2 0.0 0.080
H -7.738747 2.280704 0.477449 0.1 0.0 0.1 0.070
H -6.056031 0.177658 -0.516970 0.4 0.0 0.0 0.078
H -5.723438 0.286187 1.242421 0.1 -0.3 -0.3 0.109
H -5.637146 2.723593 -0.554191 0.1 0.0 0.0 0.117
H -5.101817 2.607898 1.123714 0.0 0.0 0.0 0.119
H -3.325652 0.939729 0.426244 -0.3 -0.1 0.0 0.109
H -3.890082 1.076092 -1.248487 -0.1 -0.2 0.2 0.113
H -2.797426 3.014245 -1.604158 -0.1 0.3 0.1 0.110
H -3.153240 3.668198 0.030455 -0.1 0.1 -0.3 0.110
H -1.215144 1.407057 -0.410213 0.3 0.1 0.0 0.100
H -1.346481 2.435856 1.006405 -0.1 -0.1 0.0 0.109
H 0.224013 3.796118 0.202639 0.0 0.3 -0.2 0.095
H -0.808288 4.236415 -1.181537 -0.1 0.0 0.2 0.103
H 0.817234 3.268690 -2.545679 -0.3 -0.1 -0.1 0.101
H 0.312409 1.706443 -1.797949 0.1 0.1 -0.5 0.102
H 2.275010 3.441937 -0.297668 -0.1 0.1 -0.2 0.102
H 2.012592 1.724307 -0.281051 0.2 0.0 0.0 0.107
H 2.858972 2.362987 -3.002069 0.0 0.1 0.0 0.106
H 3.878058 3.288207 -1.830181 -0.1 0.1 -0.7 0.108
H 3.378683 0.410194 -1.259582 0.1 0.0 0.1 0.095
H 4.783387 1.414821 -0.827966 -0.1 -0.1 0.1 0.113
H 4.200265 0.292314 -3.624745 0.0 0.2 0.0 0.127
H 5.607448 1.309150 -3.134569 -0.3 0.1 -0.3 0.123
H 4.029527 -1.702933 -1.545861 0.1 0.0 0.0 0.112
H 5.919505 -3.511674 -0.877236 0.1 0.0 0.0 0.089
H 8.249104 -2.390180 -1.798093 0.0 0.2 -0.1 0.089
H 7.649148 -0.018060 -2.861604 -0.3 0.1 -0.1 0.105
H -11.113161 -0.601638 -1.837773 -0.1 0.0 -0.2 0.019
H -13.073399 1.823197 0.141242 -0.2 0.0 -0.2 0.087
H -12.640644 0.177772 0.592979 0.0 0.2 0.1 0.080
H -14.586434 0.763831 -1.676724 0.3 -0.5 -0.4 0.057
H -16.322996 0.274838 -0.244826 0.0 -0.4 0.3 0.070
H -15.237278 -0.327592 1.074809 -0.1 0.1 0.1 0.068
H -15.313262 1.412990 0.593304 0.0 -0.1 0.3 0.072
H -11.763155 2.981573 -2.420725 -0.2 0.0 0.0 0.082
H -10.593059 2.035526 -3.302545 0.0 0.0 0.2 0.082
H -12.007351 1.525484 -4.896203 0.0 0.0 0.1 0.130
H -13.949904 0.278909 -4.271666 -0.1 -0.2 0.1 0.097
H -13.153312 3.690638 -3.930355 0.2 -0.1 -0.1 0.107
H -13.864104 2.846503 -5.267684 0.2 -0.3 0.0 0.109
H -15.640615 2.363444 -4.011626 -0.1 0.2 0.0 0.068
H -15.029851 3.428725 -2.901998 -0.3 0.0 0.0 0.069
O 10.740604 3.145218 1.005679 2.3 -0.8 2.3 -0.212
P 11.640458 2.364721 0.121562 -3.1 0.0 -5.6 0.548
O 12.168968 3.427287 -0.996569 0.2 -0.4 0.6 -0.207
C 12.987525 4.522409 -0.580890 0.2 0.2 0.1 -0.277
C 14.395692 4.079536 -0.225088 -0.1 -0.1 0.1 -0.079
O 10.541587 1.529681 -0.763180 0.5 0.0 0.2 -0.227
C 9.256386 1.204830 -0.226145 -0.2 0.1 -0.1 -0.286
C 8.195369 2.095526 -0.831948 -0.1 0.2 -0.1 -0.064
O 12.784439 1.249928 -0.072735 0.2 1.1 2.6 -0.206
C 12.865705 0.328978 -1.170251 0.3 -0.8 -0.3 -0.255
C 13.180083 0.971290 -2.501097 -0.3 0.3 -0.1 -0.071
H 12.519236 5.036854 0.262434 -0.1 0.0 0.0 0.111
H 13.019426 5.219850 -1.417609 -0.1 -0.1 -0.1 0.118
H 14.392852 3.427181 0.651419 0.0 0.1 0.0 0.072
H 15.024735 4.943700 -0.008912 0.0 0.0 0.0 0.078
H 14.840648 3.515584 -1.044814 0.0 0.1 0.0 0.070
H 9.254961 1.277905 0.860594 0.1 0.2 0.0 0.098
H 9.052301 0.162306 -0.480657 0.1 0.0 -0.1 0.099
H 8.457474 3.149337 -0.735163 0.1 0.0 0.2 0.081
H 7.230352 1.933222 -0.347174 0.0 -0.1 0.0 0.072
H 8.089180 1.888362 -1.896776 0.0 0.0 0.0 0.056
H 11.972112 -0.288123 -1.226107 -0.2 0.2 0.1 0.113
H 13.680612 -0.348035 -0.907321 0.0 0.2 0.2 0.120
H 12.332536 1.540573 -2.880062 0.0 0.0 0.0 0.074
H 13.416277 0.196524 -3.232332 0.0 -0.1 0.1 0.083
H 14.030508 1.647665 -2.421518 0.0 -0.1 0.0 0.071
O 8.208078 -3.923266 3.678730 1.3 -1.2 2.8 -0.212
P 7.072540 -3.644660 4.591476 -4.2 3.1 -3.8 0.547
O 5.833754 -4.535822 4.017023 0.5 0.0 0.6 -0.207
C 5.933676 -5.960950 4.042929 0.0 -0.3 0.0 -0.277
C 5.783464 -6.518407 5.447393 0.1 0.1 0.1 -0.079
O 6.628450 -2.154579 4.073074 0.0 -0.3 0.5 -0.233
C 7.579780 -1.268608 3.476199 0.0 0.1 -0.3 -0.276
C 7.373173 -1.208800 1.977806 -0.2 0.0 -0.1 -0.061
O 6.499425 -3.402064 6.076946 2.3 -1.5 0.2 -0.208
C 5.446515 -2.489943 6.418435 -0.4 0.5 0.7 -0.258
C 4.086164 -2.882385 5.891033 0.0 -0.1 -0.4 -0.071
H 6.883578 -6.274602 3.601948 0.0 0.1 0.0 0.111
H 5.133043 -6.338792 3.407470 0.0 0.1 0.0 0.118
H 6.611097 -6.201583 6.086544 0.0 -0.1 0.0 0.072
H 5.763239 -7.608520 5.425559 0.0 0.0 0.0 0.078
H 4.864079 -6.157741 5.908552 0.0 0.0 0.0 0.070
H 8.599131 -1.565776 3.719978 0.0 -0.1 0.0 0.106
H 7.419094 -0.280017 3.913603 -0.1 -0.1 0.1 0.117
H 7.364735 -2.204748 1.536532 0.1 0.0 0.1 0.075
H 8.162197 -0.628049 1.501868 0.0 0.0 0.0 0.052
H 6.411447 -0.747945 1.744018 0.0 0.0 0.0 0.081
H 5.706288 -1.473017 6.134070 0.1 -0.1 -0.3 0.113
H 5.413798 -2.496386 7.509661 0.2 -0.2 0.0 0.120
H 4.021925 -2.747161 4.812335 0.0 0.0 0.0 0.075
H 3.321794 -2.255166 6.352819 0.1 0.0 0.1 0.082
H 3.863165 -3.925497 6.112890 0.0 0.0 0.1 0.070
```
Forces are in eV/Å.